DFT (ωB97M-V with the def2-TZVPD basis set) results for a molecular structure, C53H49InN7O13PS in a non-equilibrium geometry.

Computed properties:
* net charge: -2
* ΔE to the lowest compared entry with this formula, charge and spin: 46.1 kcal per mole
* HOMO level: -2.88 eV
* max |F|: 1.33 eV/Å
* DFT total energy: -118100.88287 eV

Last column: Löwdin charge in e.
CARTESIAN COORDINATES (ANGSTROEM)
In  -0.300  0.452  -0.021  0.852
C  1.749  5.324  3.792  -0.085
O  1.770  4.544  2.620  -0.157
C  1.157  5.044  1.504  -0.224
C  0.944  6.394  1.299  -0.034
C  0.287  6.840  0.149  -0.116
C  -0.189  5.912  -0.752  -0.070
C  -0.007  4.541  -0.546  -0.112
C  -0.762  3.645  -1.424  -0.050
N  -1.040  2.412  -1.256  -0.010
N  -2.037  1.979  -2.124  0.075
C  -2.737  1.067  -1.513  -0.457
O  -2.509  0.629  -0.314  -0.101
C  -3.928  0.564  -2.270  -0.136
C  -4.113  0.886  -3.613  -0.037
C  -5.236  0.439  -4.292  -0.099
C  -6.189  -0.333  -3.635  -0.114
C  -6.003  -0.660  -2.299  -0.087
C  -4.875  -0.216  -1.623  -0.021
C  0.727  4.076  0.558  -0.270
O  0.918  2.792  0.666  -0.215
H  2.025  4.658  4.608  0.092
H  2.463  6.153  3.742  0.085
H  0.748  5.723  3.981  0.097
H  1.279  7.111  2.037  0.097
H  0.138  7.900  -0.015  0.085
H  -0.744  6.235  -1.626  0.101
H  -1.284  4.138  -2.247  0.119
H  -3.362  1.487  -4.109  0.106
H  -5.363  0.682  -5.341  0.091
H  -7.060  -0.694  -4.170  0.087
H  -6.730  -1.279  -1.784  0.094
H  -4.697  -0.481  -0.596  0.091
C  -4.079  -0.556  2.396  -0.038
N  -3.100  -1.500  2.883  -0.066
C  -3.642  -2.813  3.183  -0.181
C  -2.638  -3.625  3.967  -0.164
C  -1.345  -3.633  3.187  -0.166
N  -0.889  -2.268  3.005  -0.067
C  0.517  -2.108  2.679  -0.052
C  -1.755  -1.263  2.675  -0.454
O  -1.328  -0.169  2.293  -0.007
H  -4.696  -0.189  3.225  0.084
H  -4.723  -1.060  1.674  0.081
H  -3.588  0.272  1.904  0.076
H  -3.908  -3.324  2.247  0.117
H  -4.562  -2.676  3.758  0.116
H  -3.006  -4.636  4.152  0.109
H  -2.456  -3.135  4.928  0.118
H  -1.478  -4.128  2.215  0.129
H  -0.564  -4.174  3.726  0.118
H  1.116  -2.510  3.503  0.091
H  0.761  -1.060  2.526  0.030
H  0.761  -2.644  1.765  0.075
N  1.469  0.221  0.955  -0.274
P  2.035  1.480  1.722  0.776
C  3.416  2.330  0.730  -0.209
C  4.007  3.586  0.856  -0.082
C  5.001  4.003  -0.025  -0.103
C  5.429  3.176  -1.051  -0.114
C  4.862  1.915  -1.178  -0.080
C  3.876  1.498  -0.296  -0.073
C  0.943  1.821  3.230  -0.205
C  1.092  0.984  4.341  -0.088
C  0.181  0.987  5.390  -0.092
C  -0.917  1.833  5.368  -0.109
C  -1.097  2.656  4.266  -0.084
C  -0.188  2.641  3.217  -0.080
C  3.437  0.717  2.763  -0.291
C  3.834  -0.599  2.567  -0.088
C  4.932  -1.126  3.243  -0.097
C  5.648  -0.341  4.135  -0.123
C  5.264  0.984  4.340  -0.106
C  4.179  1.502  3.651  -0.101
H  3.717  4.254  1.650  0.087
H  5.431  4.991  0.094  0.088
H  6.184  3.516  -1.752  0.087
H  5.171  1.253  -1.978  0.098
H  3.409  0.526  -0.415  0.087
H  1.915  0.287  4.387  0.096
H  0.331  0.309  6.223  0.093
H  -1.626  1.844  6.189  0.088
H  -1.967  3.300  4.202  0.099
H  -0.400  3.272  2.370  0.100
H  3.254  -1.208  1.878  0.091
H  5.229  -2.155  3.071  0.091
H  6.500  -0.750  4.666  0.084
H  5.818  1.607  5.033  0.088
H  3.894  2.543  3.799  0.103
O  2.290  0.643  -3.409  0.019
C  1.676  -0.111  -2.650  -0.609
O  0.646  0.159  -1.981  -0.057
C  2.217  -1.544  -2.605  -0.058
C  3.192  -1.846  -3.549  0.076
C  3.701  -3.127  -3.624  -0.119
C  3.275  -4.137  -2.789  0.063
C  2.319  -3.807  -1.854  -0.102
C  1.778  -2.534  -1.734  0.099
N  1.864  -4.905  -0.968  -0.344
O  2.235  -6.035  -1.238  0.052
O  1.153  -4.622  -0.033  0.078
N  4.730  -3.446  -4.637  -0.354
O  5.201  -4.569  -4.633  0.053
O  5.049  -2.574  -5.418  0.074
H  3.533  -1.062  -4.208  0.128
H  3.674  -5.135  -2.858  0.123
H  1.027  -2.307  -0.983  0.096
C  -4.078  -3.837  -7.166  -0.076
C  -3.513  -3.336  -5.861  -0.305
C  -3.896  -3.888  -4.646  -0.059
C  -3.374  -3.441  -3.436  -0.020
C  -2.434  -2.413  -3.431  -0.334
C  -2.028  -1.857  -4.645  -0.001
C  -2.567  -2.311  -5.834  -0.057
S  -1.769  -2.781  -0.852  0.791
O  -1.873  -1.881  -2.320  -0.241
O  -3.143  -2.846  -0.357  -0.434
O  -1.010  -1.705  -0.154  -0.495
H  -4.973  -4.440  -6.998  0.064
H  -3.357  -4.459  -7.704  0.070
H  -4.350  -3.010  -7.826  0.068
H  -4.637  -4.682  -4.634  0.101
H  -3.711  -3.862  -2.498  0.091
H  -1.296  -1.057  -4.621  0.126
H  -2.246  -1.858  -6.767  0.106

Atoms 1-6, force components in eV/Å:
-0.4 0.1 -0.1
0.0 -0.1 -0.1
0.2 0.0 0.1
0.0 0.1 0.0
-0.1 0.0 -0.1
0.1 0.0 0.1

---

DFT (ωB97M-V with the def2-TZVPD basis set) results for a molecular structure, C29H35N2O3SSb2Se4Ti in a non-equilibrium geometry.

Computed properties:
* ⟨S²⟩: 0.788
* multiplicity: 2
* net charge: 0
* HOMO level (spin up / spin down): -5.70 / -5.65 eV
* max |F|: 4.37 eV/Å
* DFT total energy: -348171.89846 eV

Last column: Löwdin spin population.
CARTESIAN COORDINATES (ANGSTROEM)
Ti  12.051  12.202  6.992  0.130
O  10.436  18.813  7.760  0.000
C  11.561  18.342  8.485  0.000
C  11.764  16.932  7.964  0.000
C  13.027  16.305  7.879  -0.001
C  13.075  14.982  7.505  0.000
N  12.006  14.224  7.268  -0.001
C  10.808  14.814  7.239  0.000
C  10.661  16.120  7.543  -0.001
C  9.832  14.027  6.560  -0.001
C  8.759  14.625  5.911  0.001
C  7.804  13.803  5.309  -0.001
C  6.594  14.431  4.613  0.000
O  6.606  15.822  4.760  0.000
C  8.009  12.395  5.351  0.003
C  9.157  11.893  6.020  0.001
N  10.120  12.735  6.449  -0.004
H  10.467  19.788  7.572  0.000
H  11.433  18.342  9.557  0.000
H  12.456  18.918  8.267  0.000
H  13.968  16.694  8.203  0.000
H  13.990  14.414  7.558  0.000
H  9.634  16.534  7.533  0.000
H  8.659  15.731  5.870  0.000
H  5.751  13.945  5.085  0.000
H  6.483  14.131  3.481  0.000
H  6.097  16.263  4.074  0.000
H  7.157  11.725  5.175  0.002
H  9.297  10.803  6.039  0.000
O  13.942  12.483  6.933  0.005
S  14.966  11.312  6.673  0.002
C  15.613  10.809  8.286  -0.001
C  16.595  11.720  8.925  0.000
C  16.237  13.099  9.097  0.000
C  17.080  14.022  9.714  0.000
C  18.350  13.574  10.069  0.000
C  18.702  12.247  9.983  0.000
C  17.810  11.304  9.472  0.000
C  16.444  12.077  5.922  0.000
C  16.419  13.591  5.619  0.000
C  17.409  14.394  6.207  0.000
C  17.319  15.733  5.954  0.000
C  16.256  16.280  5.268  0.000
C  15.181  15.525  4.939  0.000
C  15.344  14.159  4.922  0.000
H  15.924  9.711  8.119  0.000
H  14.682  10.706  8.887  -0.002
H  15.205  13.410  8.779  0.000
H  16.890  15.115  9.786  0.000
H  19.093  14.245  10.537  0.000
H  19.732  11.933  10.325  0.000
H  18.073  10.257  9.582  0.000
H  16.570  11.465  5.000  0.000
H  17.339  11.771  6.574  0.000
H  18.222  13.928  6.769  0.000
H  18.093  16.390  6.306  0.000
H  16.265  17.307  4.838  0.000
H  14.209  15.915  4.766  0.000
H  14.595  13.527  4.459  0.000
Se  8.148  8.934  11.549  0.675
Sb  9.146  10.020  9.494  0.078
Se  12.008  10.916  8.945  -0.043
Se  7.225  10.692  7.899  0.128
Se  9.254  7.899  7.948  0.029
C  11.917  6.989  5.862  0.000
Sb  11.760  7.233  7.986  0.000
C  11.252  5.337  8.893  0.000
C  12.005  10.758  5.483  -0.003
H  11.727  5.882  5.691  0.000
H  12.829  7.330  5.384  0.000
H  11.072  7.612  5.469  0.000
H  10.447  4.842  8.336  0.000
H  10.914  5.644  9.863  0.000
H  12.115  4.644  8.958  0.000
H  11.005  10.373  5.342  0.000
H  12.670  9.952  5.633  0.000
H  12.385  11.305  4.594  0.000

Atoms 1-6, force components in eV/Å:
-0.7 -3.7 2.2
-0.3 1.7 -0.1
0.1 -0.5 -1.5
0.0 -1.6 -0.1
-1.3 0.1 0.2
0.0 -0.7 1.0

---

Which formula does entry 1 have?
C53H49InN7O13PS

---

The highest net charge belongs to which entry?
C29H35N2O3SSb2Se4Ti

---

The lowest max |F| belongs to which entry?
C53H49InN7O13PS

---

Among the records above, which one has the highest net charge?
C29H35N2O3SSb2Se4Ti